# C24H22F24I2NO3

A cluster of 4 separate species, C24H22F24I2NO3 in total at a distorted geometry (the ωB97M-V functional and the def2-TZVPD basis, OMol25).

Structure (XYZ):
```
76
Properties=species:S:1:pos:R:3:forces:R:3:mulliken_charge:R:1
C -2.2605 -1.3521 4.1405 -1.0222 1.0837 -0.4704 -0.967
C -1.5023 -0.6641 2.8601 4.5953 -0.8257 1.1568 0.157
I -2.7969 0.1344 1.2402 1.2326 -0.6972 1.4904 0.078
C 0.0111 -0.5749 2.7809 -4.8481 0.8447 -2.3743 -0.527
I 1.3771 -1.3709 4.3075 -1.2936 0.7976 -1.5046 0.105
C 0.5748 0.2103 1.4166 1.1499 1.8217 -0.9776 0.364
C 0.6551 -0.4639 -0.0764 1.4306 4.9418 1.0058 -0.326
C 1.2005 0.5137 -1.3007 -1.0549 -0.0963 4.2728 -0.200
N 1.5937 1.9728 -1.0374 -1.3164 -2.0529 2.8867 0.206
C 2.0539 2.8166 -2.2083 1.1100 0.2990 -0.6718 -0.893
C 1.5625 2.6267 0.3451 -1.7081 -3.9738 1.7262 -0.137
C 1.0431 1.7883 1.6779 0.4164 -1.8034 -5.1205 -0.540
H -1.8465 -2.3994 4.4618 -0.5161 2.2045 -0.7674 0.325
H -3.4141 -1.4637 3.8644 2.6318 0.1492 0.5558 0.319
H -2.2245 -0.5597 5.0266 0.1164 -1.8434 -1.7915 0.288
H 0.3295 -1.5808 -0.2022 0.7864 2.4451 0.0043 0.400
H 1.2395 0.0472 -2.3860 0.1298 1.5189 2.3591 0.455
H 1.2123 3.4373 -2.7335 1.3620 -1.4020 1.2396 0.258
H 2.5618 2.0818 -2.9764 -1.0299 1.6494 1.5328 0.347
H 2.8584 3.5647 -1.7964 -1.5597 -1.5377 -0.9286 0.376
H 1.8870 3.7427 0.5339 -0.6171 -2.4965 -1.0808 0.369
H 1.0085 2.2898 2.7439 0.0854 -1.1219 -2.4506 0.463
C -3.0232 1.1503 -3.9405 -0.9344 0.4328 0.5440 -0.795
C -1.9177 0.0869 -3.8696 -1.1931 -0.6290 -0.3464 1.128
C -0.6418 0.4326 -4.6292 0.5863 -0.0330 -0.7937 0.141
F -0.8562 0.5931 -5.9546 0.4361 -0.2054 0.8231 -0.218
F 0.2716 -0.5686 -4.5127 0.0054 -0.1791 0.4273 -0.250
F -2.4244 -1.1111 -4.2685 0.4940 0.4221 0.0688 -0.291
F -1.5942 -0.0715 -2.5478 0.4205 0.2820 -0.0457 -0.252
O -4.0431 0.9388 -4.9220 1.3509 0.1056 -1.2151 -0.413
C -3.7271 1.3884 -6.2392 -0.4984 1.0704 1.5616 0.733
C -3.6410 0.2404 -7.2540 0.0598 -0.7544 -0.7769 0.192
F -2.7136 -0.6826 -6.8902 -0.4641 0.2885 0.0690 -0.197
F -3.2717 0.6971 -8.4804 -0.1868 0.2728 0.6000 -0.255
F -2.6004 2.1390 -6.1936 -0.5920 -0.0559 -0.5589 -0.270
F -4.7276 2.2373 -6.5908 0.4213 -0.7546 -0.1464 -0.287
H -3.5586 1.1048 -2.9840 0.0984 -0.2646 -0.2357 0.430
H -2.6228 2.1702 -3.9798 0.1279 -0.3140 -0.1789 0.370
H -0.1835 1.3458 -4.2389 -0.1410 0.0825 0.0970 0.052
H -4.6038 -0.2700 -7.3502 -0.0207 0.2164 0.1532 0.256
C 3.0741 5.1066 5.9500 0.8782 0.5947 -0.4333 -0.768
C 1.5447 5.1437 5.8175 0.3471 -0.1203 -0.6676 0.900
C 0.7799 4.9126 7.1160 -1.0061 -0.0367 0.6681 0.078
F 1.0316 3.6986 7.6555 -0.3373 0.4420 -0.1715 -0.193
F -0.5618 4.9576 6.8965 0.2802 0.1531 -0.2990 -0.279
F 1.1590 4.2675 4.8508 -0.1153 -0.0051 0.1864 -0.227
F 1.2107 6.3852 5.3442 0.0530 -0.2324 0.5185 -0.338
O 3.7084 3.8672 5.6187 -0.8890 -1.0167 1.3045 -0.414
C 3.7394 2.8970 6.6651 0.9722 1.9258 -0.0559 0.662
C 2.9242 1.6397 6.3336 -0.5019 -0.7368 -0.0540 0.232
F 1.6249 1.9379 6.0741 0.5236 -0.0455 -0.1727 -0.153
F 2.9200 0.7690 7.3781 0.3027 0.4804 -0.1984 -0.264
F 3.3585 3.4832 7.8253 0.4660 -0.8303 -0.2993 -0.266
F 5.0473 2.5666 6.8252 -0.7326 -0.3410 -0.2411 -0.289
H 3.4665 5.8145 5.2094 -0.2366 -0.2621 -0.0019 0.413
H 3.4218 5.4995 6.9128 -0.3185 -0.2356 -0.1099 0.360
H 1.0197 5.6788 7.8587 0.1441 0.0583 -0.1367 0.307
H 3.3331 1.1276 5.4577 0.1630 0.1736 0.0630 0.238
C -0.5282 -5.0026 -3.7333 0.1692 -0.0988 -1.1333 -0.733
C -1.7384 -4.9497 -2.7896 -0.1573 -1.1287 -0.4575 0.816
C -1.5739 -4.0337 -1.5820 -0.6186 0.3752 0.8132 0.657
F -0.5518 -4.4116 -0.7815 -0.4094 0.2888 0.0364 -0.254
F -2.6907 -4.0588 -0.8058 0.0450 -0.0464 -0.3627 -0.307
F -2.0661 -6.2152 -2.4126 0.1553 0.5834 0.1302 -0.275
F -2.8029 -4.4964 -3.5234 0.4050 0.3781 0.3473 -0.305
O 0.3734 -6.0981 -3.5459 0.5429 0.5876 1.8179 -0.422
C 1.3579 -5.9131 -2.5292 -0.3941 0.6583 -1.9800 0.757
C 1.1976 -6.8959 -1.3615 -0.2435 -0.6552 0.7645 0.176
F -0.0277 -6.7945 -0.7847 0.4570 -0.1224 -0.4261 -0.205
F 2.1077 -6.6462 -0.3825 -0.0130 0.2340 -0.5265 -0.254
F 1.3500 -4.6174 -2.1343 0.6477 -0.4821 0.1476 -0.255
F 2.5575 -6.1120 -3.1347 -0.4530 -0.2526 0.5923 -0.296
H -0.9292 -5.1555 -4.7430 -0.0609 -0.1577 0.3353 0.450
H 0.0000 -4.0436 -3.7928 -0.1635 -0.1771 0.2812 0.376
H -1.4083 -2.9976 -1.8903 -0.0122 -0.0157 -0.2223 -0.181
H 1.3263 -7.9286 -1.6985 0.0601 0.1779 -0.1948 0.260
```
Forces are in eV/Å.

Output
* spin multiplicity: 1
* charge: +1
* Kohn-Sham gap: 6.68 eV
* LUMO level: -4.91 eV
* highest occupied orbital energy: -0.4260 Eh
* energy: -4199.75042 a.u.



# C48H37HfNO2P2S

A structure of composition C48H37HfNO2P2S at a distorted geometry (the ωB97M-V functional and the def2-TZVPD basis, OMol25).

Structure (XYZ):
```
92
Properties=species:S:1:pos:R:3:forces:R:3:mulliken_charge:R:1
Hf -0.1691 0.9238 -0.4723 -1.9490 0.2372 -0.3029 0.214
O -1.8554 2.9157 -0.5576 0.4704 -0.1246 -0.1052 -0.835
C -2.2379 1.6962 -0.4882 -0.4774 -0.2253 -0.0479 -0.241
C -3.6199 1.3235 -0.3762 0.4359 -0.1501 -0.0764 0.861
C -4.7122 2.2261 -0.3782 -0.0954 0.2012 -0.0078 -0.862
C -6.0031 1.7485 -0.3253 0.0533 -0.0899 0.0082 -0.426
C -6.2671 0.3735 -0.2630 -0.1676 -0.0344 -0.0068 -0.981
C -5.2016 -0.5276 -0.2377 0.0719 0.0269 0.0108 -0.462
C -3.9055 -0.0568 -0.2878 0.0695 -0.0859 0.0427 0.040
P -2.4029 -1.0822 -0.2407 -0.3487 0.3275 -0.2143 1.369
C -2.6087 -2.0452 -1.7821 0.1460 -0.1101 -0.0692 1.014
C -2.7914 -1.2290 -2.9075 -0.0667 -0.0184 0.1007 -0.710
C -2.7563 -1.7567 -4.1836 0.0013 -0.0585 -0.0700 -0.579
C -2.5431 -3.1178 -4.3705 0.0024 0.0103 0.0415 -0.585
C -2.3642 -3.9355 -3.2672 -0.0006 -0.0926 -0.0895 -0.920
C -2.3838 -3.4048 -1.9842 -0.0528 0.0528 0.1518 -0.098
C -2.7166 -2.0220 1.2980 0.2947 -0.0450 0.1249 0.688
C -2.9083 -1.1728 2.3990 -0.0675 -0.0315 -0.0896 -0.684
C -2.9231 -1.6663 3.6886 0.0098 -0.0558 0.0758 -0.737
C -2.7485 -3.0278 3.9185 -0.0015 0.0329 -0.0555 -0.593
C -2.5738 -3.8782 2.8404 -0.0279 -0.0975 0.1180 -0.890
C -2.5450 -3.3821 1.5429 -0.0956 0.0676 -0.1711 -0.043
H -4.5085 3.2892 -0.4289 0.0298 -0.0245 -0.0210 0.465
H -6.8377 2.4420 -0.3352 0.0251 0.0307 -0.0059 0.377
H -7.2884 0.0129 -0.2401 0.0182 0.0056 0.0238 0.377
H -5.3952 -1.5943 -0.1780 0.0306 -0.0018 0.0044 0.419
H -2.9444 -0.1645 -2.7684 0.0329 0.0112 -0.0285 0.210
H -2.8737 -1.1009 -5.0372 -0.0059 0.0147 0.0200 0.403
H -2.5055 -3.5356 -5.3690 -0.0024 0.0113 -0.0004 0.368
H -2.1915 -4.9967 -3.4048 -0.0045 0.0083 0.0234 0.397
H -2.2180 -4.0666 -1.1437 0.0234 0.0260 -0.1278 0.088
H -3.0439 -0.1111 2.2187 0.0350 -0.0054 0.0318 0.385
H -3.0589 -0.9904 4.5251 -0.0269 0.0047 -0.0247 0.416
H -2.7418 -3.4170 4.9289 -0.0282 -0.0037 -0.0029 0.372
H -2.4506 -4.9413 3.0108 0.0220 0.0072 -0.0331 0.417
H -2.3950 -4.0716 0.7226 0.0219 0.0260 0.1219 0.183
C 7.4464 0.3338 -1.1078 -0.0009 -0.0020 0.0003 -0.446
C 6.4929 0.6514 -2.0647 0.0405 -0.0218 -0.0141 -0.679
C 5.1610 0.7719 -1.6986 -0.0558 -0.0044 0.0332 -0.279
C 4.7597 0.5687 -0.3776 -0.0777 0.0796 -0.1381 -0.131
C 5.7243 0.2454 0.5734 -0.0194 0.0114 0.0198 -0.128
C 7.0580 0.1295 0.2093 0.0716 -0.0197 -0.0048 -0.686
P 2.9560 0.7168 -0.0451 0.5219 -0.3857 0.3506 0.276
C 2.9683 0.9599 1.7850 0.1919 0.0279 -0.0802 0.605
C 2.5141 0.0100 2.6947 -0.0328 0.0203 -0.0479 -0.136
C 2.4818 0.2934 4.0538 -0.0295 0.0095 0.0448 -0.658
C 2.9054 1.5276 4.5229 0.0006 -0.0239 0.0365 -0.524
C 3.3865 2.4734 3.6270 0.0015 0.0241 0.0211 -0.618
C 3.4170 2.1898 2.2707 -0.0813 -0.0015 -0.0043 -0.467
C 2.3810 -1.0036 -0.1544 -0.1431 0.0963 -0.1224 0.827
C 3.2277 -2.1059 -0.2257 0.0128 -0.0115 0.0529 -0.531
C 2.6894 -3.3809 -0.2765 0.0323 -0.0707 0.0099 -0.864
C 1.3131 -3.5282 -0.2261 -0.0153 -0.0251 0.0067 -1.629
C 0.4915 -2.4105 -0.1626 0.0299 0.0419 0.0322 0.955
C 0.9642 -1.0890 -0.1592 0.6470 -0.4981 -0.0072 0.344
H 8.4896 0.2488 -1.3867 -0.0044 -0.0130 0.0031 0.366
H 6.7900 0.8081 -3.0945 -0.0222 0.0122 0.0043 0.391
H 4.4101 1.0246 -2.4398 0.0256 0.0136 -0.0193 0.459
H 5.4309 0.0813 1.6033 -0.0122 0.0096 -0.0029 0.443
H 7.8003 -0.1307 0.9545 -0.0152 0.0227 0.0172 0.388
H 2.1560 -0.9480 2.3414 -0.0115 -0.0127 -0.0258 0.326
H 2.1159 -0.4540 4.7482 -0.0165 0.0098 -0.0221 0.396
H 2.8549 1.7559 5.5811 0.0301 -0.0130 -0.0073 0.356
H 3.7221 3.4381 3.9888 0.0029 0.0006 -0.0353 0.397
H 3.7708 2.9390 1.5728 -0.0143 0.0330 -0.0165 0.316
H 4.3040 -1.9787 -0.2413 -0.0043 0.0421 -0.0028 0.339
H 3.3337 -4.2500 -0.3428 0.0162 0.0160 -0.0047 0.351
H 0.8752 -4.5207 -0.2504 -0.0246 0.0145 0.0016 0.323
H -0.5691 -2.6020 -0.1293 -0.0194 -0.0455 -0.0166 -0.490
O -0.2524 1.1569 1.5644 0.1721 0.5542 1.3498 -0.052
N -0.4088 2.3644 2.1009 0.0258 0.4817 0.4860 0.264
C -1.0620 2.4340 3.2771 -0.1026 -0.1110 0.0491 -0.503
C -1.2906 3.6288 3.8979 -0.0409 -0.0145 0.1582 -0.844
C -0.8090 4.7983 3.3042 0.1764 -0.0469 -0.3464 -0.282
C -0.1125 4.7084 2.1231 -0.2026 0.1962 0.4794 -0.960
C 0.1015 3.4763 1.4878 0.2638 -0.2046 -0.4671 0.877
S 0.9746 3.3295 0.0341 0.0601 -0.0395 0.2497 -0.490
H -1.3793 1.4782 3.6663 -0.0099 -0.0258 -0.0717 0.523
H -1.8305 3.6480 4.8331 -0.0116 -0.0406 -0.0167 0.430
H -0.9929 5.7631 3.7577 0.0332 0.0005 0.0237 0.391
H 0.2816 5.5848 1.6311 -0.0183 -0.0024 -0.0290 0.442
C 0.1999 0.7888 -5.5237 0.0106 -0.0277 -0.0071 -0.372
C -0.4184 1.8581 -4.8887 -0.0094 0.0211 -0.0343 -0.740
C -0.4706 1.9097 -3.5015 -0.0626 0.0821 0.0106 -0.058
C 0.0775 0.9065 -2.6803 0.3167 0.0410 -1.3115 0.649
C 0.6963 -0.1555 -3.3682 -0.0004 0.0047 0.0520 -0.169
C 0.7615 -0.2201 -4.7551 0.0033 -0.0248 -0.0731 -0.927
H 0.2434 0.7422 -6.6065 -0.0004 0.0063 0.0064 0.362
H -0.8588 2.6536 -5.4812 -0.0073 0.0026 0.0277 0.391
H -0.9678 2.7587 -3.0386 0.0066 -0.0290 0.0378 0.379
H 1.1366 -0.9738 -2.8051 0.0112 0.0004 -0.0050 0.261
H 1.2482 -1.0610 -5.2386 -0.0135 -0.0074 0.0204 0.418
```
Forces are in eV/Å.

Output
* <S²>: 0.772
* spin multiplicity: 2
* charge: -1
* Kohn-Sham gap (alpha / beta): 4.42 / 6.30 eV
* LUMO level (alpha / beta): 2.51 / 2.50 eV
* highest occupied orbital energy (alpha / beta): -0.0702 / -0.1396 Eh
* energy: -3185.47985 a.u.
* relative energy (zero: lowest compared OMol25 entry of this formula, charge and spin): 7.1 kcal/mol